# 1
{"formula": "C4H4N2O", "method": "ωB97M-V with the def2-TZVPD basis set", "symbols": ["C", "C", "C", "C", "H", "H", "H", "H", "N", "N", "O"], "coordinates": [[-0.56, 1.75, -0.92], [-0.28, 0.47, -0.56], [-0.84, -0.71, -1.03], [0.52, 0.24, 0.63], [-0.34, 2.78, -0.54], [-1.26, 1.83, -1.70], [-1.43, -0.99, -1.95], [0.56, -1.52, 1.62], [-0.58, -1.68, -0.13], [0.41, -1.12, 0.67], [1.33, 0.88, 1.26]], "lowdin_charge": [0.17, -0.26, -0.09, -0.48, 0.11, 0.05, 0.14, 0.17, 0.08, 0.03, 0.10], "total_energy_ha": -339.4947, "multiplicity": 1, "smiles": "C=C1C=NNC1=O", "charge": 0}

# 2
{"formula": "C47H72NO28PS", "method": "ωB97M-V with the def2-TZVPD basis set", "symbols": ["C", "C", "C", "C", "C", "C", "C", "O", "C", "O", "O", "C", "C", "N", "C", "C", "C", "O", "P", "S", "C", "C", "H", "H", "H", "H", "H", "H", "H", "H", "H", "H", "H", "H", "H", "H", "H", "H", "H", "H", "H", "H", "H", "H", "H", "H", "C", "C", "C", "O", "C", "O", "O", "H", "H", "H", "H", "H", "H", "C", "C", "C", "O", "C", "O", "O", "H", "H", "H", "H", "H", "H", "C", "C", "C", "O", "C", "O", "O", "H", "H", "H", "H", "H", "H", "C", "C", "C", "O", "C", "O", "O", "H", "H", "H", "H", "H", "H", "C", "C", "C", "O", "C", "O", "O", "H", "H", "H", "H", "H", "H", "C", "C", "C", "O", "C", "O", "O", "H", "H", "H", "H", "H", "H", "C", "C", "C", "O", "C", "O", "O", "H", "H", "H", "H", "H", "H", "C", "C", "C", "O", "C", "O", "O", "H", "H", "H", "H", "H", "H"], "coordinates": [[2.83, -6.81, -0.46], [2.15, -5.63, -1.11], [2.63, -5.18, -2.33], [2.02, -4.13, -2.94], [0.93, -3.48, -2.40], [0.36, -2.35, -3.25], [-0.78, -1.53, -2.65], [-1.12, -0.38, -3.42], [-1.26, -0.60, -4.76], [-0.93, 0.29, -5.54], [-0.49, -1.07, -1.37], [0.43, 0.02, -1.29], [-0.32, 1.28, -0.90], [0.50, 2.49, -0.97], [1.72, 2.41, -0.18], [1.56, 1.88, 1.26], [0.80, 2.84, 2.18], [2.89, 1.75, 1.81], [-2.40, -2.51, -2.39], [-3.95, -1.33, -2.68], [0.46, -3.92, -1.19], [1.09, -4.98, -0.56], [2.34, -7.07, 0.48], [3.89, -6.63, -0.29], [2.74, -7.71, -1.08], [3.47, -5.66, -2.83], [2.41, -3.80, -3.90], [0.09, -2.79, -4.22], [1.19, -1.65, -3.45], [-1.65, -1.54, -5.17], [1.10, -0.22, -0.45], [1.08, 0.15, -2.16], [-1.14, 1.41, -1.62], [-0.82, 1.18, 0.08], [-0.04, 3.31, -0.74], [2.09, 3.45, -0.08], [2.50, 1.88, -0.73], [1.13, 0.89, 1.33], [1.48, 3.52, 2.69], [-0.04, 3.36, 1.70], [0.37, 2.22, 2.98], [3.41, 2.49, 1.46], [-2.49, -3.58, -3.30], [-2.49, -2.95, -1.06], [-0.38, -3.44, -0.71], [0.72, -5.34, 0.39], [-2.89, 6.67, 4.60], [-2.86, 6.64, 3.09], [-3.38, 5.37, 2.47], [-2.67, 5.33, 1.23], [-1.49, 5.98, 1.42], [-0.57, 5.95, 0.68], [-1.51, 6.67, 2.59], [-2.30, 7.51, 4.98], [-3.91, 6.76, 4.97], [-2.45, 5.75, 5.01], [-3.38, 7.52, 2.69], [-4.45, 5.38, 2.31], [-3.11, 4.48, 3.05], [2.47, 2.40, -5.74], [3.43, 2.05, -6.85], [2.76, 1.58, -8.12], [3.76, 0.73, -8.69], [4.49, 0.23, -7.66], [5.26, -0.67, -7.75], [4.22, 0.90, -6.51], [3.00, 2.51, -4.80], [1.94, 3.33, -5.96], [1.73, 1.61, -5.60], [4.11, 2.88, -7.05], [2.49, 2.39, -8.79], [1.87, 0.97, -7.92], [1.90, 0.67, -13.72], [1.24, 1.59, -12.72], [0.81, 2.92, -13.29], [0.87, 3.77, -12.14], [1.83, 3.26, -11.33], [2.30, 3.83, -10.40], [2.18, 2.01, -11.72], [2.38, -0.16, -13.21], [1.16, 0.27, -14.42], [2.67, 1.19, -14.29], [0.42, 1.08, -12.22], [-0.19, 2.90, -13.71], [1.51, 3.30, -14.04], [4.49, 0.34, 5.81], [3.12, 0.79, 5.35], [2.83, 2.25, 5.57], [1.40, 2.26, 5.69], [1.04, 1.05, 6.19], [-0.04, 0.79, 6.62], [2.08, 0.17, 6.13], [4.55, -0.74, 5.84], [5.26, 0.73, 5.15], [4.68, 0.70, 6.83], [2.97, 0.50, 4.30], [3.16, 2.87, 4.75], [3.26, 2.63, 6.50], [-5.32, -4.05, 3.19], [-5.43, -4.19, 1.69], [-5.96, -5.52, 1.23], [-5.36, -5.65, -0.07], [-4.19, -4.97, -0.03], [-3.33, -5.05, -0.85], [-4.12, -4.18, 1.07], [-4.72, -3.17, 3.45], [-6.30, -3.96, 3.64], [-4.81, -4.92, 3.62], [-6.00, -3.36, 1.27], [-7.04, -5.55, 1.16], [-5.61, -6.36, 1.85], [0.89, 11.23, 3.67], [-0.48, 10.60, 3.65], [-1.62, 11.59, 3.73], [-2.65, 10.81, 4.34], [-2.03, 9.88, 5.12], [-2.58, 9.21, 5.94], [-0.71, 9.82, 4.84], [1.66, 10.47, 3.84], [1.09, 11.73, 2.72], [0.97, 11.96, 4.47], [-0.59, 9.93, 2.79], [-1.94, 11.95, 2.76], [-1.40, 12.44, 4.38], [1.89, -10.14, 3.01], [0.98, -9.11, 3.64], [-0.29, -9.67, 4.22], [-1.18, -8.56, 4.12], [-0.78, -7.82, 3.05], [-1.42, -6.96, 2.55], [0.46, -8.20, 2.65], [2.66, -9.66, 2.42], [2.36, -10.75, 3.78], [1.33, -10.79, 2.34], [1.53, -8.51, 4.37], [-0.18, -9.99, 5.25], [-0.70, -10.49, 3.63], [-1.20, -1.71, 6.56], [-1.70, -3.12, 6.82], [-1.23, -4.14, 5.81], [-2.28, -5.11, 5.86], [-3.41, -4.46, 6.20], [-4.51, -4.91, 6.10], [-3.13, -3.21, 6.65], [-1.75, -0.99, 7.17], [-0.14, -1.63, 6.79], [-1.36, -1.43, 5.52], [-1.46, -3.42, 7.84], [-0.27, -4.58, 6.07], [-1.18, -3.74, 4.80]], "lowdin_charge": [-0.05, -0.28, -0.05, -0.05, -0.21, -0.09, -0.65, -0.06, -0.33, 0.08, -0.11, -0.16, -0.19, -0.04, -0.19, -0.40, -0.02, -0.07, 0.50, 0.13, -0.03, -0.03, 0.06, 0.08, 0.08, 0.12, 0.12, 0.13, 0.13, 0.15, 0.12, 0.13, 0.12, 0.12, 0.10, 0.13, 0.12, 0.12, 0.08, 0.07, 0.08, 0.08, 0.00, -0.02, 0.09, 0.12, -0.01, -0.32, -0.09, 0.06, -0.57, 0.15, 0.08, 0.05, 0.10, 0.10, 0.16, 0.14, 0.14, -0.02, -0.32, -0.09, 0.06, -0.57, 0.15, 0.08, 0.09, 0.09, 0.08, 0.16, 0.11, 0.14, -0.02, -0.33, -0.10, 0.07, -0.55, 0.15, 0.09, 0.09, 0.09, 0.09, 0.16, 0.14, 0.14, -0.02, -0.33, -0.09, 0.06, -0.54, 0.15, 0.08, 0.09, 0.09, 0.09, 0.15, 0.13, 0.14, -0.02, -0.32, -0.09, 0.07, -0.56, 0.10, 0.08, 0.09, 0.10, 0.08, 0.16, 0.14, 0.14, -0.02, -0.33, -0.09, 0.07, -0.56, 0.14, 0.09, 0.09, 0.09, 0.09, 0.16, 0.14, 0.14, -0.02, -0.33, -0.10, 0.07, -0.56, 0.17, 0.07, 0.09, 0.09, 0.09, 0.16, 0.14, 0.14, -0.04, -0.32, -0.10, 0.06, -0.57, 0.15, 0.09, 0.09, 0.08, 0.09, 0.16, 0.14, 0.14], "total_energy_ha": -4735.2314, "multiplicity": 1, "smiles": "Cc1ccc(C[C@](OC=O)(OCCNC[C@H](C)O)[PH2]=S)cc1.C[C@@H]1COC(=O)O1.C[C@@H]1COC(=O)O1.C[C@@H]1COC(=O)O1.C[C@@H]1COC(=O)O1.C[C@@H]1COC(=O)O1.C[C@@H]1COC(=O)O1.C[C@@H]1COC(=O)O1.C[C@@H]1COC(=O)O1", "charge": 0}

# 3
{"formula": "C3H10NOP", "method": "ωB97M-V with the def2-TZVPD basis set", "symbols": ["C", "C", "C", "N", "P", "O", "H", "H", "H", "H", "H", "H", "H", "H", "H", "H"], "coordinates": [[1.52, -0.48, 0.82], [1.39, 0.41, -0.43], [-0.04, 0.94, -0.61], [-0.93, -0.11, -1.12], [-2.47, -0.32, -0.39], [-2.18, -0.35, 1.25], [1.07, -1.45, 0.63], [0.95, -0.04, 1.64], [2.55, -0.60, 1.12], [2.08, 1.25, -0.37], [1.63, -0.18, -1.31], [-0.39, 1.34, 0.34], [-0.01, 1.76, -1.34], [-0.43, -0.97, -1.28], [-2.47, -1.73, -0.53], [-2.27, 0.53, 1.60]], "lowdin_charge": [-0.11, -0.25, -0.31, -0.31, 0.78, -0.39, 0.07, 0.07, 0.07, 0.10, 0.10, 0.09, 0.10, 0.05, -0.06, 0.01], "total_energy_ha": -591.6547, "multiplicity": 1, "smiles": "CCCNPO", "charge": 0}

# 4
{"formula": "C6H12O", "method": "ωB97M-V with the def2-TZVPD basis set", "symbols": ["C", "C", "C", "O", "C", "C", "C", "H", "H", "H", "H", "H", "H", "H", "H", "H", "H", "H", "H"], "coordinates": [[-0.38, -0.50, 2.42], [-0.26, 0.27, 1.13], [1.55, 0.45, 0.60], [1.62, 0.98, -0.57], [-0.49, 0.44, -1.32], [-0.23, -0.20, -2.66], [-0.65, -0.31, -0.11], [0.36, -0.13, 3.15], [-0.18, -1.57, 2.27], [-1.37, -0.40, 2.89], [-0.47, 1.34, 1.21], [1.84, 1.07, 1.48], [1.90, -0.60, 0.75], [-0.51, 1.52, -1.24], [0.85, -0.08, -2.85], [-0.78, 0.28, -3.47], [-0.45, -1.27, -2.65], [-0.64, -1.40, -0.21], [-1.71, 0.11, -0.82]], "lowdin_charge": [-0.09, -0.29, -0.32, -0.19, -0.19, -0.06, -0.18, 0.08, 0.08, 0.07, 0.14, 0.10, 0.10, 0.13, 0.09, 0.08, 0.08, 0.15, 0.22], "total_energy_ha": -310.9012, "multiplicity": 1, "charge": 0}

Calculated relative energy (zero: lowest compared OMol25 entry of this formula, charge and spin) in order - 2.3669, 0.0000, 0.7621, 4.3011 eV
Calculated largest force on an atom in order - 0.1343, 0.0503, 0.0163, 0.0149 Eh/bohr
Calculated gap between HOMO and LUMO in order - 8.227, 8.457, 9.504, 8.884 eV